[1]
Density functional theory data (ωB97M-V with the def2-TZVPD basis set) for C45H32BrCdN9O8SSe as an isolated structure.

Atoms and positions in Å:
Cd (-0.054, 0.003, -0.096)
C (3.578, 1.843, 2.142)
O (2.950, 1.769, 3.415)
C (2.261, 0.621, 3.721)
C (2.415, 0.140, 5.000)
C (1.741, -1.006, 5.434)
C (0.927, -1.661, 4.538)
C (0.718, -1.184, 3.235)
C (-0.154, -1.999, 2.398)
N (-0.573, -1.704, 1.230)
N (-1.320, -2.675, 0.587)
C (-1.184, -2.609, -0.714)
O (-0.444, -1.818, -1.388)
C (-1.958, -3.638, -1.484)
C (-2.595, -4.701, -0.848)
C (-3.268, -5.656, -1.594)
C (-3.316, -5.558, -2.980)
C (-2.689, -4.495, -3.615)
C (-2.012, -3.540, -2.869)
C (1.348, 0.023, 2.793)
O (1.132, 0.605, 1.670)
H (4.171, 2.756, 2.160)
H (2.858, 1.871, 1.326)
H (4.249, 0.987, 2.001)
H (3.087, 0.675, 5.662)
H (1.875, -1.376, 6.442)
H (0.418, -2.573, 4.833)
H (-0.432, -2.979, 2.796)
H (-2.542, -4.762, 0.231)
H (-3.759, -6.483, -1.095)
H (-3.848, -6.302, -3.561)
H (-2.732, -4.405, -4.694)
H (-1.520, -2.701, -3.343)
O (4.679, 2.225, -4.344)
S (3.283, 2.575, -4.197)
O (2.875, 3.833, -4.773)
N (2.802, 2.428, -2.665)
C (1.994, 1.386, -2.498)
O (1.577, 0.981, -1.398)
C (1.639, 0.680, -3.782)
C (0.779, -0.390, -3.964)
C (0.616, -0.876, -5.256)
C (1.290, -0.299, -6.331)
C (2.143, 0.783, -6.141)
C (2.295, 1.250, -4.852)
H (0.246, -0.825, -3.125)
H (-0.045, -1.717, -5.426)
H (1.142, -0.692, -7.330)
H (2.663, 1.248, -6.969)
Br (-4.659, 3.449, -3.640)
C (-2.826, 3.694, -3.162)
C (-2.249, 4.842, -3.689)
C (-0.924, 5.146, -3.421)
C (-0.184, 4.305, -2.607)
C (-0.783, 3.172, -2.081)
C (-2.104, 2.819, -2.353)
C (-2.655, 1.503, -1.774)
O (-3.816, 1.208, -2.048)
O (-1.865, 0.824, -1.053)
H (-2.845, 5.487, -4.321)
H (-0.473, 6.026, -3.862)
H (0.861, 4.501, -2.407)
H (-0.203, 2.516, -1.451)
C (-3.520, 3.278, 2.373)
C (-2.642, 2.705, 1.466)
N (-1.828, 1.701, 1.781)
C (-1.902, 1.206, 3.005)
C (-2.789, 1.667, 3.979)
C (-3.585, 2.756, 3.655)
C (-2.817, 1.062, 5.320)
C (-2.834, -0.228, 5.659)
C (-3.013, -1.418, 4.811)
C (-2.777, -2.679, 5.354)
C (-3.038, -3.772, 4.552)
N (-3.479, -3.659, 3.304)
C (-3.647, -2.410, 2.868)
N (-3.458, -1.295, 3.561)
H (-4.145, 4.109, 2.073)
H (-2.583, 3.068, 0.446)
H (-1.223, 0.396, 3.244)
H (-4.270, 3.169, 4.387)
H (-2.781, 1.772, 6.143)
H (-2.742, -0.460, 6.716)
H (-2.405, -2.793, 6.363)
H (-2.885, -4.782, 4.921)
H (-3.955, -2.291, 1.837)
Se (1.239, -5.439, -1.854)
N (2.301, -4.469, -2.901)
C (2.656, -3.427, -2.177)
C (3.512, -2.368, -2.619)
C (3.739, -1.355, -1.758)
C (3.115, -1.357, -0.458)
N (2.352, -2.293, 0.005)
C (2.122, -3.358, -0.829)
N (1.352, -4.362, -0.465)
H (3.926, -2.390, -3.619)
H (4.347, -0.506, -2.043)
H (3.239, -0.489, 0.183)

## Properties
Spin multiplicity: 1
Energy above the lowest of the compared OMol25 structures with the same formula, charge and spin (kcal/mol): 0.0
Charge: -2
Gap between HOMO and LUMO (eV): 6.0

---

[2]
Density functional theory data (ωB97M-V with the def2-TZVPD basis set) for an isolated ion of composition C2H4IN2O and charge +1.

Atoms and positions in Å:
C (-0.997, 0.767, 0.839)
C (0.106, -0.870, -0.358)
N (-1.150, -0.344, 0.214)
N (2.204, 0.178, -0.194)
O (0.917, 0.352, -0.318)
I (-2.322, 2.110, 1.530)
H (0.555, -1.584, 0.337)
H (0.195, -0.982, -1.505)
H (-2.072, -0.640, 0.009)
H (2.566, 1.013, -0.553)

## Properties
Spin multiplicity: 1
Energy above the lowest of the compared OMol25 structures with the same formula, charge and spin (kcal/mol): 117.0
Charge: +1
Gap between HOMO and LUMO (spin up / spin down) (eV): 9.2 / 6.6